1.
A cluster of 7 separate species, C30H43N7O10 in total at a distorted geometry, computed with ωB97M-V/def2-TZVPD.

```
90
Properties=species:S:1:pos:R:3:forces:R:3
N -0.647 -0.318 0.811 -0.7 0.5 3.2
H -1.072 -5.387 0.580 0.0 -3.8 -6.7
H 4.693 1.429 -5.250 1.0 -1.5 0.0
C 4.768 -1.794 -3.591 1.7 4.1 -7.2
O -7.145 4.345 3.242 0.6 -4.2 0.1
C 5.180 0.948 0.324 -0.3 12.7 3.4
C -3.563 0.344 -5.867 -5.9 2.6 3.7
C -4.156 -0.739 -3.526 3.3 -0.2 -3.2
H 1.851 4.610 4.169 -1.1 0.9 -1.9
N -6.925 3.082 3.199 -2.9 0.3 1.6
H -2.651 -2.511 -2.987 0.1 0.2 0.4
C 0.279 -4.997 3.667 1.0 -0.6 1.3
H -3.931 1.230 -6.494 1.0 -1.8 0.3
O -6.107 -0.422 -2.381 2.7 -1.2 1.4
C -0.864 -5.086 1.457 0.4 3.3 7.6
C 6.088 -1.811 -5.963 -4.1 3.7 6.3
H -1.167 -2.027 -5.118 0.8 -0.4 0.0
O 3.088 0.012 -2.091 -2.1 -2.8 6.0
H 2.703 1.482 1.458 1.4 -2.1 0.2
N 0.071 3.972 3.302 -2.5 -3.0 -0.1
N 4.870 0.869 1.729 -2.8 0.2 -1.3
C -1.972 -1.385 -4.878 -6.6 0.8 1.3
H 6.369 -0.004 -6.752 7.3 6.9 -11.5
H 0.699 1.401 0.900 -1.0 -0.1 0.9
C 5.065 0.358 -5.118 -1.2 -1.2 1.0
O -4.472 -1.513 -1.328 0.0 0.1 0.5
N -4.930 -0.908 -2.250 -3.0 1.7 -3.5
H 4.464 -2.242 -2.711 -0.5 -0.9 1.5
C -4.481 0.571 1.445 -2.9 -2.2 3.2
H 3.478 2.037 2.635 0.5 3.1 2.5
C -4.495 0.248 -4.620 7.3 -6.1 1.0
O 3.112 1.601 -3.485 0.6 -0.1 0.6
C -5.835 2.597 2.429 4.6 -3.3 -3.0
H -5.240 4.445 1.462 -1.8 6.4 -0.5
H -1.935 -0.312 -6.890 0.4 -0.3 -0.2
H 6.178 1.667 0.197 -2.4 -1.8 0.3
C -0.103 2.955 4.220 5.0 1.2 1.9
C -4.892 3.562 1.558 2.2 -11.3 0.6
H 5.624 0.503 3.788 -0.1 0.2 -3.3
H 1.118 -7.554 2.881 -0.4 1.3 -0.5
H 0.064 -3.888 3.764 -0.4 -1.6 -0.3
H -5.304 0.801 -4.648 -3.9 2.7 0.5
H -1.577 0.838 2.488 1.7 -2.2 -1.0
O -0.751 -1.533 -0.994 1.3 -1.5 -6.8
H -0.613 1.473 -0.340 -0.5 0.4 0.4
H -1.826 3.426 2.430 -1.5 -2.7 0.6
O -7.652 2.152 3.774 2.3 3.9 -1.8
C 1.336 4.673 3.113 0.3 -4.2 5.4
H 2.083 4.295 2.498 1.0 -1.9 -1.5
H -0.332 -5.721 4.314 0.8 1.7 -0.1
O 0.886 2.696 4.958 -2.1 -0.4 -1.1
O 6.969 0.211 2.163 -1.3 0.5 0.5
H 1.148 5.544 2.715 -1.1 5.2 -1.3
C 0.010 0.831 0.274 1.6 -0.2 -1.8
H -4.431 -0.679 1.495 0.3 3.7 -0.7
O -1.651 -4.179 1.741 0.6 0.3 0.8
H -1.849 -0.898 2.676 1.4 0.5 -1.9
C 0.928 -6.812 2.057 0.5 1.8 -2.0
C -5.584 1.026 2.396 3.5 6.8 -3.6
H -3.408 3.649 -0.053 0.6 -0.5 0.2
H 0.573 -7.373 1.155 -0.3 0.5 1.0
C -1.120 4.156 2.434 3.9 0.7 0.5
H -1.713 -2.090 0.707 0.4 0.3 -0.4
C 5.524 -2.531 -4.736 0.9 2.1 2.3
C -1.012 -0.222 2.205 -3.6 1.8 3.0
H 5.374 0.197 -0.121 2.7 -10.4 -5.0
H -1.562 4.991 2.808 -1.6 2.9 0.2
H 0.759 0.524 -0.448 0.0 -0.6 -0.5
C -2.860 -1.699 -3.658 -0.5 5.0 -4.9
C -3.675 1.400 0.696 -1.1 4.2 0.3
C 5.927 -0.349 -6.098 -9.7 -9.0 14.6
H 1.843 -6.304 1.632 -0.2 -1.3 1.0
H 1.407 -5.088 4.018 -2.2 -0.1 -1.0
H -0.742 4.205 1.460 0.1 0.7 -1.8
C 3.496 1.122 2.212 -0.1 0.1 -2.4
H 3.205 0.427 2.952 -0.7 -1.0 0.3
C 4.423 -0.294 -3.924 3.3 -2.8 -2.1
H 4.404 1.453 -0.328 0.4 -0.3 1.4
H 5.995 -3.542 -4.319 -1.4 2.0 -1.7
H -1.042 2.424 4.428 -0.2 0.5 -0.8
C -2.549 -0.463 -6.020 4.3 -2.8 2.8
C -3.763 2.970 0.720 -5.3 -2.4 2.8
H -0.265 -0.352 2.992 0.8 0.2 -0.7
N 0.092 -5.551 2.331 0.3 -1.6 -1.1
H 6.651 -2.224 -6.676 2.1 -2.2 -2.4
H -3.048 0.974 -0.051 0.7 -0.3 -0.3
C 5.834 0.525 2.545 2.8 -1.2 3.4
C -1.078 -1.393 0.095 -1.3 0.8 5.7
N 3.498 0.533 -3.008 2.1 1.8 -7.6
H -6.136 0.411 3.018 -1.0 -1.2 0.9
```
Forces are in eV/Å.

Calculated values
Energy above the lowest of the compared OMol25 structures with the same formula, charge and spin, eV: 16.954
E_HOMO, Ha: -0.34022
Orbital gap, eV: 7.74
Max |F|, Eh/bohr: 0.3835
LUMO energy, eV: -1.52

These are the Mulliken partial charges, in e, on atoms 1 to 6:
1. N 0.313
2. H 0.699
3. H 0.314
4. C -0.384
5. O -0.542
6. C -1.294

2.
A cluster of 10 separate species, C30H43NO28 in total at a distorted geometry, computed with ωB97M-V/def2-TZVPD.

```
102
Properties=species:S:1:pos:R:3:forces:R:3
O 4.190 -2.365 -3.359 0.5 0.4 -1.4
C 2.286 -2.954 1.315 0.4 0.6 3.1
H 5.767 2.407 -3.619 0.3 0.0 0.0
O -4.894 -3.184 1.864 -0.6 -0.3 -1.0
H -0.221 -0.142 5.833 -0.4 0.0 -0.4
O 3.574 4.043 4.102 0.8 1.1 0.8
H -1.675 3.181 -2.647 0.2 0.0 0.3
O -0.516 0.170 1.632 0.2 0.6 1.1
O -0.792 -3.857 -0.335 -0.9 0.5 0.9
H -5.272 -2.947 3.962 0.2 0.4 -1.0
H -5.275 1.066 0.165 0.9 0.8 -0.2
H 6.404 2.390 -0.706 -0.3 0.1 -0.4
C -0.780 0.076 4.905 0.7 -0.5 0.4
H 0.249 1.679 0.447 -0.3 0.4 0.1
C 5.001 -1.636 -4.212 -0.6 1.3 0.6
H -4.621 -1.694 -3.155 0.4 0.0 0.3
H 3.345 3.687 1.243 1.0 0.1 -0.3
O 2.884 2.069 4.775 -0.3 -0.6 0.1
H 2.969 -3.810 1.304 -0.4 0.0 -0.3
C 3.269 4.979 3.104 -1.7 -0.1 -1.1
H -2.853 -3.320 0.013 0.8 -0.1 0.6
O 2.674 0.680 -1.358 0.9 0.7 -0.8
H 1.094 -0.841 -0.745 -1.1 -0.2 0.2
H 2.564 -0.907 1.902 -0.2 0.7 0.3
C -1.272 -0.768 1.124 -1.5 -0.5 -1.4
C 0.417 0.637 0.665 0.5 0.7 0.9
C -0.897 3.759 -3.144 -0.5 -0.6 -1.9
C -2.871 0.882 5.099 -1.6 1.8 0.0
H 1.843 4.409 1.424 -0.8 0.3 0.3
O -2.182 -0.231 5.117 1.1 -0.6 -0.3
C -0.752 1.552 4.576 -1.0 0.1 -0.8
C 3.700 1.243 -1.670 -0.2 -1.0 -0.3
O 4.377 2.008 -0.812 -0.1 -0.2 0.3
O 2.087 -2.096 3.555 -1.6 -0.8 -0.8
C -3.999 -0.805 -2.966 -0.5 -1.9 -1.2
O 2.341 2.840 2.763 -1.1 1.0 -2.0
O 0.019 4.362 -2.278 0.6 0.1 0.7
C 2.680 4.059 1.993 0.4 -0.9 0.7
O -5.236 -2.708 -0.332 -0.2 -0.8 -1.4
H -2.954 -1.107 -3.029 0.0 0.2 -0.2
C 2.905 -1.489 -5.158 -1.0 -0.3 1.5
H 2.672 -3.477 -4.247 -0.1 -1.9 -0.5
H 1.361 0.564 1.181 0.5 0.0 -0.5
C 2.908 2.911 3.932 0.5 -0.7 1.6
C -0.661 -3.945 -1.675 0.1 -0.4 2.3
O -1.697 -4.577 -2.186 -0.3 -0.4 -0.7
H 4.149 5.514 2.817 0.5 0.2 -0.2
O 0.010 -3.010 3.943 2.1 0.3 -1.4
H 2.078 -2.520 0.376 -0.1 0.1 -1.1
C -4.588 1.749 -0.413 -2.2 -0.8 -0.8
O 4.352 1.124 -2.872 -0.4 0.4 1.4
H -4.287 -0.124 -3.770 0.5 0.2 0.1
O -3.032 1.438 -2.205 0.3 0.0 0.0
H -3.835 2.213 0.177 0.3 0.6 0.7
C 5.565 2.527 -1.399 -0.2 -0.7 -1.2
H -2.250 -6.127 -0.915 -0.4 -0.1 -0.3
H -5.182 -0.686 -1.287 0.5 0.4 0.4
H -2.113 -4.699 1.056 -0.2 0.7 -0.9
H 0.039 1.784 -3.851 -0.5 0.8 -0.1
C -2.530 -5.092 -1.110 -0.7 0.9 -0.4
H 2.496 5.709 3.444 0.5 -0.5 0.0
H -3.674 -2.368 3.240 -0.6 -0.1 0.5
O 6.128 -1.239 -4.028 -1.5 -1.4 0.1
H -0.690 1.775 3.502 0.5 -0.3 0.3
H 3.821 -1.933 2.576 0.4 0.0 -0.1
C 0.012 2.878 -4.062 0.3 -0.4 0.5
C -5.310 -1.066 2.649 -1.9 0.0 1.0
O -2.189 -1.310 1.661 -0.2 -0.2 0.7
C 0.186 -0.237 -0.521 0.8 -1.0 -0.3
O 2.231 4.640 -2.213 1.6 0.8 1.1
C 0.965 -2.828 3.206 -1.5 0.0 1.8
H 2.130 -2.219 -3.168 0.3 -0.1 -0.5
H -0.373 -0.513 4.086 -0.3 -0.2 0.2
H -1.385 4.543 -3.763 0.3 -0.4 0.4
H -0.043 0.306 -1.398 -0.2 0.6 -0.9
H 2.319 -0.560 -4.925 0.7 -0.7 -0.3
C -2.165 -4.181 0.068 0.5 -0.6 -0.7
H 5.351 3.530 -1.660 0.2 1.3 0.3
H 6.414 0.976 -2.672 -0.2 0.1 -0.6
C 5.656 1.762 -2.757 -0.1 -0.7 1.1
H -0.003 2.081 5.134 0.2 0.4 0.3
C 2.843 -2.496 -3.959 0.9 2.8 0.9
H 2.562 -1.957 -6.065 -0.2 0.0 -0.4
C -5.250 -2.383 0.802 0.6 0.0 2.6
H -4.574 -0.313 2.849 0.2 0.6 -0.2
C 1.284 4.151 -2.707 -0.8 0.0 -0.2
O 1.353 3.355 -3.766 -1.1 -0.3 -0.4
O -5.585 -1.159 1.218 0.5 -0.2 1.0
N -4.334 -0.294 -1.683 -0.7 -0.8 -0.6
O 0.337 -3.568 -2.192 0.6 0.4 -1.4
H -0.174 3.084 -5.104 -0.1 -0.2 -0.3
H -6.300 -0.800 3.128 1.2 -0.2 -0.4
O 1.041 -3.287 1.951 -0.2 -0.4 -0.1
O -2.082 1.982 4.922 -0.2 -0.4 0.5
C -4.765 -2.448 3.102 0.5 0.6 -1.1
O -4.072 0.971 5.209 1.0 -0.3 -0.1
C -3.900 0.935 -1.497 -0.4 2.2 1.0
O -1.001 -0.964 -0.175 0.8 -0.4 -0.1
C 2.771 -1.863 2.347 1.1 -0.7 -1.3
H -3.550 -4.874 -1.502 0.5 -0.9 0.7
H -5.290 2.511 -0.902 1.3 -0.8 0.6
O 4.271 -1.208 -5.286 1.0 -0.1 0.1
```
Forces are in eV/Å.

Calculated values
E_HOMO, Ha: -0.35857
Orbital gap, eV: 10.03
Max |F|, Eh/bohr: 0.0613
LUMO energy, eV: 0.28

These are the Mulliken partial charges, in e, on atoms 1 to 6:
1. O -0.361
2. C -0.008
3. H 0.345
4. O -0.387
5. H 0.341
6. O -0.384

3.
A cluster of 2 separate species, C30H43Si3 in total at a distorted geometry, computed with ωB97M-V/def2-TZVPD.

```
76
Properties=species:S:1:pos:R:3:forces:R:3
H 1.741 2.196 -1.393 -0.2 0.1 -0.1
C 3.388 1.114 -4.796 -0.4 0.0 0.1
H 1.247 0.115 -5.671 -0.1 -0.3 0.2
H -0.661 -4.014 0.789 0.1 0.6 -0.1
H 0.360 -3.432 -0.551 -0.4 0.0 0.2
C -2.313 4.391 0.612 0.2 -0.1 -0.2
H 2.734 -0.331 3.497 -0.1 -0.1 0.1
H -0.088 -0.133 0.240 0.0 -1.4 0.9
H 2.388 -0.317 5.231 -0.1 -0.1 -0.2
H -0.967 1.643 3.098 0.1 -0.1 0.0
C 2.058 -1.594 0.932 0.2 -0.1 0.2
H -3.335 -0.829 4.946 0.1 -0.2 0.0
C -2.759 3.068 0.722 -0.1 0.1 0.1
C -0.069 1.091 -1.050 -0.4 1.5 -2.2
H 2.867 4.949 -5.028 0.0 -0.2 0.1
C -0.269 3.582 -0.434 -0.4 -0.4 -0.1
H -4.357 -1.201 1.773 0.2 0.1 0.0
C 0.956 -0.650 -4.949 0.0 -0.2 0.0
C 2.442 1.723 -3.927 0.5 0.2 -0.1
C 1.556 0.902 -3.052 -0.6 0.0 0.7
C -3.294 -0.920 1.801 -0.3 0.1 0.0
C -1.070 4.636 0.010 0.0 -0.3 0.2
H 2.406 -0.569 0.736 0.1 -0.3 0.2
C -0.499 -0.295 5.688 -0.1 0.1 0.1
H 2.271 -1.829 4.322 0.0 0.2 0.0
H -3.233 0.126 2.128 0.0 -0.2 -0.1
H -0.720 5.661 -0.105 0.0 -0.3 0.0
H 1.655 3.640 -3.296 0.1 -0.1 -0.2
Si 0.189 -1.623 1.087 -0.2 0.1 0.2
Si 0.254 -0.366 3.966 0.1 -0.1 0.4
C 1.123 1.401 -1.797 0.3 -0.7 0.1
H 4.801 1.352 -6.403 -0.3 0.2 0.3
H -3.704 -4.156 3.017 0.2 0.1 -0.1
C 0.603 -1.384 -2.679 0.0 -0.1 0.1
H -1.353 -2.902 -0.426 0.2 -0.2 0.1
H -0.787 0.365 -1.480 0.7 0.5 0.3
C 1.053 -0.381 -3.561 -0.2 -0.4 -0.6
H -4.098 -2.404 4.702 0.2 0.1 -0.1
C -0.745 2.242 -0.390 -0.1 0.1 0.7
C -3.133 -1.875 4.685 0.0 0.1 0.1
H -2.911 -0.987 0.776 0.0 0.0 0.1
C 0.024 -2.563 -3.144 0.1 0.2 -0.4
H -3.716 2.847 1.199 0.2 0.1 -0.2
Si -2.384 -2.061 2.969 0.0 -0.2 0.1
H -2.515 -2.310 5.478 -0.1 0.1 -0.2
H 0.438 -2.077 -6.487 0.0 0.2 0.3
H -0.075 -2.652 3.254 0.2 0.0 -0.2
C -2.783 -3.847 2.500 0.1 -0.1 -0.1
H 2.498 -1.977 1.872 0.0 0.3 -0.5
H -1.422 0.295 5.717 0.1 -0.2 0.0
H -0.496 -3.751 -4.875 0.3 0.3 0.1
H -1.992 -4.544 2.804 -0.1 0.1 0.0
C 3.896 3.240 -5.842 -0.2 -0.4 0.4
C -0.504 -1.716 2.859 0.0 0.5 -0.3
H -2.948 -3.980 1.425 0.0 0.0 0.1
H 0.221 0.193 6.360 -0.2 -0.1 -0.2
C 0.079 1.316 3.157 0.0 0.2 0.1
H -0.393 -3.278 -2.444 0.2 0.1 -0.2
C 0.461 -1.873 -5.416 0.0 0.1 0.2
H 0.628 2.053 3.761 -0.1 -0.1 -0.1
C -0.035 -2.827 -4.520 0.1 0.5 0.2
H 4.407 3.806 -6.621 -0.1 -0.1 0.3
H -2.418 1.012 0.192 0.2 0.4 0.2
C 2.339 3.134 -3.978 -0.1 -0.2 -0.2
C -0.443 -3.141 0.149 0.1 0.3 -0.5
C 3.026 3.876 -4.951 0.0 -0.4 0.2
C 4.102 1.857 -5.729 -0.1 0.2 0.0
H -0.713 -1.284 6.108 0.1 0.2 -0.1
H 0.490 1.349 2.142 0.0 0.0 0.1
H 0.683 3.810 -0.905 -0.2 0.0 0.1
H -2.936 5.229 0.963 0.4 -0.5 -0.2
C 2.078 -0.749 4.269 0.1 0.0 -0.1
C -2.002 2.025 0.211 0.0 -0.2 -0.5
H 3.536 0.036 -4.741 0.0 0.3 0.0
H 0.728 -1.218 -1.607 -0.1 -0.2 -0.4
H 2.411 -2.235 0.102 -0.2 0.3 0.4
```
Forces are in eV/Å.

Calculated values
Energy above the lowest of the compared OMol25 structures with the same formula, charge and spin, eV: 0.802
E_HOMO, Ha: -0.42713
Orbital gap, eV: 6.50
Charge: +1
Max |F|, Eh/bohr: 0.0521
LUMO energy, eV: -5.12

These are the Mulliken partial charges, in e, on atoms 1 to 6:
1. H 1.169
2. C -0.296
3. H 0.553
4. H 0.433
5. H 0.487
6. C -0.422